# 1
The following is a DFT calculation (ωB97M-V with the def2-TZVPD basis set) of the molecule C3H5N3O.

Last column: Mulliken charge in e.
Atoms and positions in Å:
1 O 1.166 1.142 1.498  -0.17
2 N 0.990 -1.308 -0.984  -0.55
3 N -1.664 -0.180 -0.300  -0.60
4 N 1.775 0.243 0.649  -0.50
5 C 0.810 -0.292 -0.048  0.37
6 C -0.471 0.231 0.314  0.60
7 C -0.167 1.136 1.275  -0.64
8 H 1.967 -1.473 -1.198  0.28
9 H -2.455 -0.181 0.331  0.26
10 H -0.748 1.819 1.880  0.43
11 H -1.551 -1.127 -0.646  0.27
12 H 0.460 -1.150 -1.834  0.24

Cartesian forces, eV/Å:
-0.1 0.2 0.1
0.1 0.1 0.0
-0.1 -0.1 0.1
-0.2 -0.2 -0.3
0.1 0.1 0.1
0.2 0.1 0.2
-0.1 -0.2 -0.1
-0.1 0.0 0.1
0.0 0.1 -0.1
0.1 -0.2 -0.1
-0.1 0.1 0.0
0.1 0.0 0.1

As for the total energy: -356.7783 hartree. The value obtained for the energy above the lowest of the compared OMol25 structures with the same formula, charge and spin is 207.5 kJ/mol. As for the lowest unoccupied orbital energy: 0.032 Ha. Its orbital gap is 9.5 eV. As for the charge: 0. The HOMO energy is -8.59 eV.


# 2
The following is a DFT calculation (ωB97M-V with the def2-TZVPD basis set) of the ion C4H9N4 with charge +1 at a distorted geometry.

Last column: Mulliken charge in e.
Atoms and positions in Å:
1 N 0.283 0.824 -0.673  -0.12
2 N 0.471 -0.302 -2.677  -0.24
3 N -0.269 -1.538 0.336  0.04
4 N -1.026 -2.531 0.445  -0.43
5 C 0.510 1.903 1.521  -1.12
6 C 0.197 0.755 0.679  0.44
7 C -0.164 -0.153 -1.557  -0.19
8 C -0.297 -0.505 1.133  -0.03
9 H 0.984 1.594 -0.950  0.30
10 H -0.758 -3.254 -0.189  0.26
11 H 0.904 2.623 0.821  0.32
12 H 1.201 0.383 -3.057  0.24
13 H 0.018 -0.758 -3.455  0.31
14 H -0.476 2.159 2.009  0.31
15 H -1.787 -2.479 1.227  0.29
16 H 1.203 1.668 2.272  0.35
17 H -0.991 -0.391 2.115  0.27

Cartesian forces, eV/Å:
2.6 1.5 -0.3
1.6 2.2 -1.4
1.3 1.3 -0.8
-1.9 0.4 2.6
-2.0 0.2 -0.8
-0.8 -3.4 -1.2
-0.9 0.2 1.0
-1.8 2.3 2.8
-1.5 -1.2 -0.1
-0.7 -1.0 0.2
-0.1 1.0 0.5
-0.8 -1.2 1.0
-0.2 -0.4 0.3
1.1 0.4 -0.5
1.5 -1.0 -2.2
1.0 -0.3 1.0
1.7 -0.8 -2.1

As for the total energy: -376.4729 hartree. The value obtained for the energy above the lowest of the compared OMol25 structures with the same formula, charge and spin is 352.0 kJ/mol. As for the lowest unoccupied orbital energy: -0.164 Ha. Its orbital gap is 8.1 eV. As for the charge: +1. The HOMO energy is -12.53 eV.


# 3
The following is a DFT calculation (ωB97M-V with the def2-TZVPD basis set) of a structure of composition C14H15CaN3O3S2 at a distorted geometry.

Last column: Mulliken charge in e.
Atoms and positions in Å:
1 Ca 0.175 -0.207 -0.733  1.92
2 S 0.436 2.090 4.302  -0.10
3 S -3.656 -2.314 2.099  -0.10
4 O -0.244 -0.370 -2.836  -0.83
5 O 2.290 0.107 -1.964  -0.71
6 O -0.245 -0.838 -5.024  -0.29
7 N 1.670 -0.027 -4.197  0.26
8 N 0.090 0.887 2.023  -0.18
9 N -1.668 -1.004 1.091  -0.23
10 C 0.371 -0.416 -3.953  0.47
11 C 0.847 1.778 2.623  0.60
12 C 0.720 -0.788 -6.150  -0.44
13 C -2.824 -1.194 3.113  -0.53
14 C 2.580 0.345 -3.167  0.88
15 C 3.742 1.026 -3.684  -0.31
16 C -0.888 0.394 2.905  0.14
17 C -0.835 0.944 4.175  -0.58
18 C -1.795 -0.579 2.426  0.03
19 C -2.580 -1.905 0.793  0.55
20 C 4.870 1.207 -2.959  -0.73
21 C 1.981 2.510 2.013  -0.98
22 C 1.914 -0.018 -5.671  -0.59
23 C -2.724 -2.552 -0.536  -0.85
24 H -1.984 -2.180 -1.244  0.07
25 H -3.105 -1.025 4.144  0.39
26 H 4.987 0.713 -1.979  0.26
27 H 0.186 -0.301 -6.968  0.32
28 H 2.106 2.201 0.976  0.16
29 H 3.635 1.412 -4.717  0.29
30 H 1.907 1.009 -6.075  0.38
31 H -1.487 0.713 5.008  0.38
32 H 2.849 -0.522 -5.934  0.43
33 H -2.600 -3.632 -0.422  0.33
34 H 1.785 3.585 2.054  0.34
35 H 0.975 -1.825 -6.381  0.30
36 H 2.897 2.297 2.571  0.34
37 H -3.724 -2.345 -0.926  0.33
38 H 5.660 1.841 -3.385  0.29

Cartesian forces, eV/Å:
0.0 0.2 1.8
-0.2 -0.6 -1.1
0.9 0.7 -0.3
1.3 -0.2 -2.7
0.4 0.5 -1.8
1.1 0.5 0.1
0.0 0.0 0.6
0.2 0.3 0.4
-0.3 -0.3 -0.1
-1.5 -0.1 1.9
-0.6 -0.2 0.8
-1.1 -0.8 -0.5
0.8 0.4 -0.8
-1.5 -0.8 0.9
1.1 0.5 0.0
1.6 1.9 1.3
0.0 -0.5 -1.1
-1.8 -1.8 -0.7
-0.1 0.2 0.8
-0.7 -0.1 -0.5
0.1 0.1 0.0
0.3 0.7 0.5
-0.2 -0.2 0.2
0.0 0.0 -0.1
0.0 -0.1 -0.2
0.0 0.5 -0.5
0.2 -0.3 0.1
0.1 0.1 0.0
0.3 -0.1 0.9
0.1 -0.4 0.4
0.1 0.1 -0.1
-0.2 0.2 0.2
-0.1 0.1 -0.2
0.2 -0.1 -0.1
-0.2 0.2 -0.1
0.0 0.1 -0.2
0.2 -0.1 -0.1
-0.2 -0.6 0.4

As for the total energy: -2406.0691 hartree. The value obtained for the energy above the lowest of the compared OMol25 structures with the same formula, charge and spin is 0.0 kJ/mol. As for the lowest unoccupied orbital energy: -0.253 Ha. Its orbital gap is 6.5 eV. As for the charge: +2. The HOMO energy is -13.41 eV.